# 1
Here is one molecule with the formula C3H6N2O3 in a non-equilibrium geometry from OMol25. Energies are from ωB97M-V/def2-TZVPD.

Each line ends with the Löwdin charge.
Cartesian coordinates (Å):
N 0.36 -1.62 0.04  0.12
C -0.07 -0.32 0.36  -0.60
N -1.06 -0.35 1.37  0.12
C -0.51 0.50 -1.05  -0.04
O 0.26 1.70 -1.04  0.06
C 1.30 1.39 -0.25  -0.57
O 2.37 1.89 -0.32  0.17
O 0.97 0.54 0.78  0.10
H 1.21 -1.62 -0.51  0.10
H 0.28 -2.29 0.79  0.09
H -1.78 -1.05 1.20  0.09
H -1.44 0.55 1.58  0.10
H -0.34 -0.08 -1.96  0.12
H -1.57 0.77 -0.98  0.12

Its SMILES is NC1(N)COC(=O)O1. As for the LUMO energy: 0.658 eV. The HOMO energy is -10.1 eV.

=====

# 2
Here is C27H24F12N4O4STl as an isolated structure from OMol25. Energies are from ωB97M-V/def2-TZVPD.

Each line ends with the Löwdin charge.
Cartesian coordinates (Å):
Tl -0.18 -0.39 0.84  0.95
C 3.55 4.82 2.90  -0.06
C 2.56 4.02 2.10  -0.27
C 1.22 4.39 2.01  -0.04
C 0.32 3.62 1.32  -0.02
C 0.69 2.44 0.67  -0.24
N -0.30 1.63 0.07  -0.02
C -1.37 2.24 -0.57  -0.21
C -1.11 3.44 -1.27  -0.03
C -2.10 4.21 -1.84  -0.05
C -3.43 3.83 -1.74  -0.28
C -4.55 4.69 -2.27  -0.07
C -3.69 2.61 -1.14  0.00
C -2.70 1.77 -0.61  -0.05
C -3.16 0.39 -0.07  -0.34
O -2.23 -0.60 0.00  -0.25
C -3.82 0.59 1.33  -0.53
F -5.08 1.07 1.28  0.14
F -3.10 1.45 2.07  0.16
F -3.88 -0.56 2.02  0.15
C -4.22 -0.25 -1.06  -0.51
F -3.70 -0.27 -2.31  0.13
F -5.44 0.31 -1.17  0.13
F -4.45 -1.54 -0.72  0.13
C 2.05 2.06 0.72  -0.06
C 2.94 2.86 1.44  0.01
C 2.57 0.85 -0.08  -0.35
O 1.79 -0.26 -0.14  -0.24
C 3.95 0.34 0.46  -0.53
F 3.93 0.20 1.80  0.15
F 4.25 -0.87 -0.03  0.14
F 5.01 1.14 0.16  0.12
C 2.81 1.35 -1.55  -0.52
F 1.65 1.44 -2.21  0.16
F 3.60 0.50 -2.26  0.13
F 3.40 2.56 -1.61  0.14
H 3.27 5.87 2.92  0.07
H 4.56 4.74 2.49  0.07
H 3.59 4.47 3.94  0.08
H 0.88 5.29 2.53  0.11
H -0.72 3.91 1.30  0.12
H -0.08 3.77 -1.34  0.12
H -1.83 5.13 -2.36  0.11
H -4.22 5.73 -2.38  0.07
H -5.41 4.67 -1.59  0.07
H -4.90 4.35 -3.25  0.07
H -4.72 2.31 -1.07  0.11
H 3.99 2.60 1.47  0.11
O 0.66 -2.24 3.09  0.00
C 0.31 -1.23 3.68  -0.52
C 0.30 -1.06 5.19  -0.08
C -0.29 0.33 5.39  -0.08
C -0.47 0.89 3.98  -0.48
O -0.87 2.00 3.73  0.07
N -0.12 -0.09 3.06  0.07
H 1.32 -1.14 5.56  0.12
H -0.28 -1.86 5.65  0.12
H 0.34 1.01 5.97  0.11
H -1.28 0.31 5.86  0.12
C -2.05 -2.46 -3.27  -0.07
N -1.60 -2.53 -1.90  -0.02
C -0.32 -2.62 -1.54  -0.74
S 0.08 -2.85 0.12  0.76
N 0.60 -2.65 -2.51  0.00
C 2.05 -2.62 -2.30  -0.07
H -3.14 -2.46 -3.27  0.08
H -1.71 -3.34 -3.82  0.09
H -1.72 -1.55 -3.78  0.09
H -2.21 -2.20 -1.16  0.09
H 0.28 -2.42 -3.44  0.12
H 2.27 -2.36 -1.27  0.04
H 2.48 -1.85 -2.94  0.08
H 2.49 -3.59 -2.55  0.08

The total charge is -1. As for the LUMO energy: 2.414 eV. The HOMO energy is -4.1 eV.

=====

# 3
Here is C48H51BiBrClN4O2S2Si as an isolated structure in a non-equilibrium geometry from OMol25. Energies are from ωB97M-V/def2-TZVPD.

Each line ends with the Löwdin charge.
Cartesian coordinates (Å):
Bi -0.34 -0.84 0.57  1.53
C -0.67 3.60 -4.19  -0.06
C -1.88 2.68 -4.13  -0.20
N -2.16 2.16 -2.80  -0.13
C -3.10 2.88 -1.97  -0.25
C -2.45 3.72 -0.88  -0.07
C -1.51 1.05 -2.38  -0.66
S -2.10 0.35 -0.85  0.62
N -0.67 0.50 -3.18  0.10
C 0.32 -0.37 -3.03  -0.39
O 1.09 -0.32 -1.89  -0.26
C 0.69 -1.18 -4.12  -0.22
C 1.81 -2.04 -4.13  -0.09
C 2.10 -2.77 -5.27  -0.10
C 1.31 -2.69 -6.40  -0.11
C 0.18 -1.87 -6.39  -0.10
C -0.13 -1.14 -5.28  -0.05
H -0.63 4.09 -5.16  0.08
H 0.25 3.04 -4.05  0.06
H -0.73 4.36 -3.43  0.06
H -1.72 1.83 -4.80  0.11
H -2.76 3.22 -4.46  0.11
H -3.77 2.15 -1.50  0.08
H -3.68 3.53 -2.63  0.12
H -1.90 3.09 -0.18  0.03
H -3.22 4.26 -0.33  0.08
H -1.76 4.44 -1.31  0.06
H 2.42 -2.14 -3.25  0.10
H 2.98 -3.41 -5.28  0.10
H 1.56 -3.24 -7.29  0.09
H -0.45 -1.80 -7.26  0.10
H -0.99 -0.49 -5.25  0.10
C 1.48 -0.17 6.30  -0.03
C 1.61 -1.03 5.08  -0.25
C 2.34 -2.22 5.08  -0.01
C 2.42 -2.97 3.92  -0.10
C 1.76 -2.50 2.80  -0.72
Br 1.88 -3.46 1.17  0.84
N 1.05 -1.39 2.79  -0.04
C 0.97 -0.68 3.90  -0.13
H 2.37 -0.26 6.92  0.08
H 0.62 -0.48 6.88  0.08
H 1.35 0.87 6.01  0.08
H 2.84 -2.56 5.97  0.12
H 2.98 -3.90 3.87  0.11
H 0.38 0.22 3.83  0.10
N -0.86 0.72 1.98  -0.11
C -1.14 1.81 2.34  -0.18
C -1.51 3.00 2.89  -0.26
C -2.88 3.39 2.85  -0.07
C -3.27 4.55 3.47  -0.12
C -2.34 5.35 4.14  -0.13
C -1.00 4.97 4.18  -0.12
C -0.57 3.82 3.56  -0.07
H -3.59 2.77 2.33  0.11
H -4.31 4.85 3.44  0.10
H -2.66 6.25 4.63  0.09
H -0.29 5.60 4.70  0.10
H 0.47 3.53 3.59  0.09
C 3.97 0.27 2.78  -0.09
C 4.36 -0.65 1.82  -0.09
C 3.84 -0.59 0.55  -0.14
C 2.90 0.38 0.18  -0.27
C 2.49 1.26 1.17  -0.12
C 3.02 1.23 2.45  -0.09
Si 2.45 0.56 -1.65  0.65
C 2.25 2.40 -2.06  -0.24
C 3.02 3.02 -3.04  -0.10
C 2.92 4.38 -3.29  -0.08
C 2.07 5.15 -2.52  -0.09
C 1.28 4.56 -1.55  -0.09
C 1.35 3.19 -1.35  -0.11
H 4.40 0.25 3.77  0.11
H 5.09 -1.41 2.07  0.11
H 4.18 -1.30 -0.19  0.09
H 1.76 2.03 0.95  0.08
H 2.71 1.96 3.19  0.10
H 3.54 0.01 -2.47  0.03
H 3.70 2.42 -3.64  0.10
H 3.51 4.84 -4.07  0.10
H 2.00 6.22 -2.68  0.10
H 0.62 5.15 -0.94  0.11
H 0.67 2.73 -0.65  0.09
O -0.32 -2.84 -1.07  -0.74
S -0.34 -3.53 -2.37  0.97
C -0.98 -5.22 -1.93  -0.28
C -2.50 -5.24 -2.11  -0.23
C -2.96 -3.80 -2.23  -0.23
C -1.95 -3.12 -3.13  -0.29
H -0.67 -5.38 -0.90  0.08
H -0.46 -5.94 -2.56  0.08
H -2.98 -5.75 -1.28  0.11
H -2.77 -5.78 -3.02  0.11
H -2.94 -3.31 -1.25  0.09
H -3.98 -3.73 -2.62  0.12
H -2.06 -2.04 -3.17  0.08
H -1.94 -3.54 -4.13  0.10
Cl 0.13 -5.10 6.00  0.66
C -0.63 -4.21 4.71  -0.68
C -0.69 -4.77 3.44  -0.12
C -1.23 -4.03 2.41  -0.08
C -1.72 -2.74 2.62  -0.35
C -2.17 -1.91 1.50  -0.29
C -1.70 -2.23 3.92  -0.06
C -1.16 -2.96 4.96  -0.11
H -0.29 -5.75 3.26  0.11
H -1.26 -4.44 1.41  0.10
H -2.86 -1.13 1.80  0.05
H -2.60 -2.50 0.70  0.03
H -2.09 -1.24 4.11  0.12
H -1.14 -2.56 5.97  0.11

As for the LUMO energy (alpha / beta): 0.361 / 0.276 eV. The HOMO energy (alpha / beta) is -5.4 / -4.6 eV.

=====

# 4
Here is one molecule with the formula CH4N2O2 in a non-equilibrium geometry from OMol25. Energies are from ωB97M-V/def2-TZVPD.

Each line ends with the Löwdin charge.
Cartesian coordinates (Å):
O -0.76 1.77 0.54  -0.10
N -0.20 0.74 1.28  -0.07
C -0.11 -0.38 0.72  -0.17
N -0.08 -0.31 -0.74  -0.04
O 0.80 -1.47 -1.12  -0.10
H -0.34 2.59 1.07  0.17
H -0.14 -1.35 1.06  0.10
H 0.45 0.56 -1.24  0.18
H 0.38 -2.16 -1.58  0.04

Its SMILES is O/N=C\NO. As for the LUMO energy: 0.774 eV. The HOMO energy is -8.8 eV.

=====

Please write out number 2 again, unchanged.
Here is C27H24F12N4O4STl as an isolated structure from OMol25. Energies are from ωB97M-V/def2-TZVPD.

Each line ends with the Löwdin charge.
Cartesian coordinates (Å):
Tl -0.18 -0.39 0.84  0.95
C 3.55 4.82 2.90  -0.06
C 2.56 4.02 2.10  -0.27
C 1.22 4.39 2.01  -0.04
C 0.32 3.62 1.32  -0.02
C 0.69 2.44 0.67  -0.24
N -0.30 1.63 0.07  -0.02
C -1.37 2.24 -0.57  -0.21
C -1.11 3.44 -1.27  -0.03
C -2.10 4.21 -1.84  -0.05
C -3.43 3.83 -1.74  -0.28
C -4.55 4.69 -2.27  -0.07
C -3.69 2.61 -1.14  0.00
C -2.70 1.77 -0.61  -0.05
C -3.16 0.39 -0.07  -0.34
O -2.23 -0.60 0.00  -0.25
C -3.82 0.59 1.33  -0.53
F -5.08 1.07 1.28  0.14
F -3.10 1.45 2.07  0.16
F -3.88 -0.56 2.02  0.15
C -4.22 -0.25 -1.06  -0.51
F -3.70 -0.27 -2.31  0.13
F -5.44 0.31 -1.17  0.13
F -4.45 -1.54 -0.72  0.13
C 2.05 2.06 0.72  -0.06
C 2.94 2.86 1.44  0.01
C 2.57 0.85 -0.08  -0.35
O 1.79 -0.26 -0.14  -0.24
C 3.95 0.34 0.46  -0.53
F 3.93 0.20 1.80  0.15
F 4.25 -0.87 -0.03  0.14
F 5.01 1.14 0.16  0.12
C 2.81 1.35 -1.55  -0.52
F 1.65 1.44 -2.21  0.16
F 3.60 0.50 -2.26  0.13
F 3.40 2.56 -1.61  0.14
H 3.27 5.87 2.92  0.07
H 4.56 4.74 2.49  0.07
H 3.59 4.47 3.94  0.08
H 0.88 5.29 2.53  0.11
H -0.72 3.91 1.30  0.12
H -0.08 3.77 -1.34  0.12
H -1.83 5.13 -2.36  0.11
H -4.22 5.73 -2.38  0.07
H -5.41 4.67 -1.59  0.07
H -4.90 4.35 -3.25  0.07
H -4.72 2.31 -1.07  0.11
H 3.99 2.60 1.47  0.11
O 0.66 -2.24 3.09  0.00
C 0.31 -1.23 3.68  -0.52
C 0.30 -1.06 5.19  -0.08
C -0.29 0.33 5.39  -0.08
C -0.47 0.89 3.98  -0.48
O -0.87 2.00 3.73  0.07
N -0.12 -0.09 3.06  0.07
H 1.32 -1.14 5.56  0.12
H -0.28 -1.86 5.65  0.12
H 0.34 1.01 5.97  0.11
H -1.28 0.31 5.86  0.12
C -2.05 -2.46 -3.27  -0.07
N -1.60 -2.53 -1.90  -0.02
C -0.32 -2.62 -1.54  -0.74
S 0.08 -2.85 0.12  0.76
N 0.60 -2.65 -2.51  0.00
C 2.05 -2.62 -2.30  -0.07
H -3.14 -2.46 -3.27  0.08
H -1.71 -3.34 -3.82  0.09
H -1.72 -1.55 -3.78  0.09
H -2.21 -2.20 -1.16  0.09
H 0.28 -2.42 -3.44  0.12
H 2.27 -2.36 -1.27  0.04
H 2.48 -1.85 -2.94  0.08
H 2.49 -3.59 -2.55  0.08

The total charge is -1. As for the LUMO energy: 2.414 eV. The HOMO energy is -4.1 eV.